Computed, not measured: C63H78AsBrN5O2PbSe as an isolated structure, with ωB97M-V with the def2-TZVPD basis set.

Each line ends with the Löwdin charge.
Element x y z (Å)
H  -1.4511  -2.1641  5.1386  0.07
N  0.2485  -2.6682  -1.3062  -0.25
H  4.5327  5.7412  0.5630  0.08
C  0.7551  0.6694  3.1758  0.06
C  -1.2289  -0.5761  2.8447  0.03
C  2.0866  3.1112  -6.8209  -0.07
O  1.2801  -2.7672  1.2197  -0.38
H  0.0754  5.5792  -3.4626  0.08
C  -0.2323  -4.6468  -4.4314  -0.09
C  -1.3030  -3.7306  1.3642  -0.21
C  1.0952  1.2361  -5.0127  -0.37
H  -1.5139  -1.3530  6.7058  0.09
C  1.9657  1.6347  1.2064  -0.21
C  1.0498  -4.6346  -4.9617  -0.10
H  6.6670  4.6099  2.5927  0.09
H  2.8974  -4.5153  1.0370  0.06
H  -6.2986  3.2863  -0.6052  0.09
N  -0.0385  0.2987  0.9679  0.02
H  3.3051  -7.6808  -0.4549  0.12
Br  -2.3055  0.4120  -1.8930  0.81
H  -5.1404  5.1640  0.7275  0.09
H  6.3742  4.0340  0.9550  0.08
H  1.0099  -3.9698  3.1334  0.07
C  -0.3356  -6.4189  -0.6481  -0.25
H  3.2350  5.9283  1.7522  0.09
H  -2.2682  -6.0957  0.2334  0.10
Pb  0.4805  0.1882  -1.5199  1.24
H  -3.5861  -1.8928  -0.2416  0.07
H  1.4722  4.1789  -1.9224  0.06
H  4.0405  -5.6975  0.4000  0.09
H  -4.6693  -5.1634  4.4461  0.09
H  3.0587  -3.9222  -4.6830  0.11
H  2.4744  3.8676  -7.4898  0.11
H  -0.5799  5.8362  0.7904  0.09
H  -4.5124  6.5782  -0.1296  0.08
C  -6.3408  3.9709  -1.4541  -0.07
H  -1.7766  -0.7628  0.7810  0.07
H  -4.6159  -3.1242  1.6857  0.13
C  -0.1324  6.2458  -2.6232  -0.03
C  -2.9761  -2.7916  -0.3374  -0.09
C  -1.7805  -6.0090  -0.7395  -0.04
C  -2.6348  4.9841  -1.3993  0.01
H  1.1830  4.1929  -0.1846  0.08
C  -0.3640  -0.2822  5.2345  -0.55
H  1.8048  -0.2886  5.5346  0.08
C  3.1587  -5.1062  0.1613  -0.04
H  4.8900  6.4073  2.1616  0.09
C  1.6519  2.4434  -4.5208  -0.03
C  -3.6913  2.8850  -1.6229  -0.08
N  0.5972  0.2538  -4.2637  -0.34
H  -6.2497  6.2733  -0.0936  0.09
H  0.6551  7.0012  -2.5744  0.09
C  3.2399  2.0971  -0.6393  -0.12
C  0.2985  -4.7900  3.0644  -0.04
H  2.5609  4.2760  -5.0607  0.11
C  -5.2704  5.7954  -0.1528  -0.04
H  3.4341  1.8854  -1.6859  0.12
C  3.7366  3.2696  1.3892  -0.14
O  -0.0514  2.4205  -1.5912  -0.34
H  -5.2040  5.3009  -3.5802  0.09
H  0.2351  -5.2782  4.0350  0.09
H  -2.3072  -6.6549  -1.4398  0.09
C  4.2883  5.6742  1.6234  -0.03
H  -1.9163  -4.8096  4.5165  0.13
H  2.4053  -9.7087  -1.9155  0.09
C  1.6073  -9.6540  -1.1750  -0.04
H  1.9354  5.5971  -0.9697  0.09
N  2.2567  1.4025  -0.0768  -0.01
C  -0.1871  5.4464  -1.3117  -0.52
H  1.2681  -5.1690  -5.8759  0.10
H  0.6813  -5.5135  2.3413  0.07
C  -0.2877  -0.0715  3.7321  -0.13
H  3.2765  -2.3308  1.3755  0.10
H  -4.5176  6.6426  -2.6554  0.08
H  1.9607  -10.1618  -0.2764  0.09
C  3.9978  3.0270  0.0418  0.01
Se  0.0144  -1.0087  -5.3497  1.18
C  0.8544  0.8508  1.8044  -0.20
H  -7.2778  4.5247  -1.3907  0.09
C  -1.0555  -0.3743  1.4873  -0.11
H  4.7809  3.5553  -0.4826  0.12
H  -4.2629  -3.6026  5.1523  0.08
C  2.1369  3.3464  -5.4171  -0.06
C  -4.5073  -4.1091  4.2179  -0.03
As  0.1974  -3.6704  0.1037  1.32
C  -3.8203  4.2537  -1.4818  -0.18
C  2.0485  -3.9376  -4.2940  -0.10
H  3.2293  4.5941  3.8571  0.09
H  -1.2937  7.0427  -0.2837  0.07
H  -5.4335  -3.6932  3.8263  0.08
C  1.2768  -8.2223  -0.8718  -0.25
C  6.0610  3.9307  1.9932  -0.04
C  -1.3566  4.4450  -1.4104  -0.07
H  0.8865  -1.1080  6.7944  0.09
C  1.5449  1.9737  -7.3349  -0.01
H  -0.8269  -8.4190  -1.1943  0.12
H  -3.5882  -3.5263  -0.8658  0.10
H  -2.4904  -0.7416  5.3740  0.09
H  1.6516  2.6281  -3.4542  0.07
C  1.7721  -3.2822  -3.1050  -0.08
C  -1.0539  -4.2813  2.6375  -0.25
C  -5.2953  5.8785  -2.6594  -0.04
C  4.5727  4.2672  2.1731  -0.55
H  -1.4594  1.5695  5.5587  0.09
H  2.3955  2.7534  2.9776  0.10
H  -1.5185  -3.9937  -2.8457  0.10
C  4.2467  4.2475  3.6690  -0.06
C  0.9423  -0.9284  5.7206  -0.03
N  0.4818  -0.1535  -6.7885  -0.23
C  -0.4262  6.4029  -0.1297  -0.05
C  -3.6159  -3.4398  1.9610  -0.01
C  -5.1714  4.9572  -1.4362  -0.56
H  1.5172  1.0864  3.8177  0.11
C  -1.5295  -1.1921  5.6279  -0.05
H  4.9250  4.9191  4.1940  0.09
C  -2.5962  -3.3232  1.0200  -0.29
H  -1.0808  6.7472  -2.8175  0.08
H  1.1055  -1.8844  5.2196  0.09
H  -2.7165  6.0600  -1.3212  0.10
H  2.5640  -2.7630  -2.5761  0.10
H  -1.8723  -4.9806  -1.0800  0.02
H  -0.6239  0.9545  6.9919  0.09
H  0.7382  -10.1896  -1.5510  0.08
H  1.4860  1.7974  -8.3997  0.12
H  -4.5475  2.2326  -1.7107  0.10
C  -2.4249  2.3405  -1.6606  -0.47
H  0.2935  1.7474  5.7082  0.08
C  -3.3926  -3.9633  3.2231  -0.26
C  0.4913  -3.3126  -2.5368  -0.45
C  -0.5124  -3.9840  -3.2465  -0.08
H  -6.3618  3.3909  -2.3780  0.09
H  0.4424  7.0510  0.0013  0.08
H  2.2852  -1.0429  0.6716  0.04
C  2.4368  -2.1185  0.7106  -0.16
H  3.4111  -4.4401  -0.6670  0.08
H  6.2677  2.9086  2.3139  0.09
H  2.6868  -2.4530  -0.2967  0.05
C  -1.2052  3.0309  -1.5559  -0.39
C  2.2816  -7.3298  -0.5171  0.00
C  1.1873  4.8080  -1.0849  -0.06
C  2.0143  -6.0016  -0.2242  -0.26
H  -1.0229  -5.1831  -4.9411  0.11
C  2.6809  2.5636  1.9552  0.06
H  -6.2656  6.3784  -2.6588  0.09
H  -2.0861  -1.1410  3.1807  0.11
C  1.0352  1.0005  -6.4373  -0.38
H  -2.1026  -2.5562  -0.9417  0.02
C  0.6927  -5.5393  -0.2846  -0.19
H  4.3714  3.2476  4.0884  0.09
C  -0.0217  -7.7439  -0.9296  0.00
C  -0.5483  1.0849  5.9119  -0.03
C  -2.1028  -4.3792  3.5388  -0.02

Forces on the atoms, in the same order (eV/Å):
H 0.0 0.0 0.0
N -0.4 -0.1 0.3
H 0.0 0.0 0.0
C 0.1 0.0 -0.1
C 0.1 0.0 0.1
C -0.1 -0.2 -0.4
O -0.3 -0.4 -0.2
H 0.0 0.0 0.0
C 0.0 0.0 0.0
C 0.0 0.0 -0.2
C -0.2 -0.5 -0.2
H 0.0 0.0 0.0
C 0.2 0.2 -0.1
C 0.0 0.0 0.0
H 0.0 0.0 0.0
H 0.1 0.0 0.0
H 0.0 0.0 0.0
N 0.1 0.2 0.0
H 0.0 0.0 0.0
Br -0.9 0.3 -0.1
H 0.0 0.0 0.0
H 0.0 0.0 0.0
H 0.0 0.0 0.0
C -0.1 0.1 0.1
H 0.0 0.0 0.0
H 0.0 0.0 0.0
Pb 0.8 0.2 0.0
H 0.0 0.0 0.0
H 0.1 0.0 0.0
H 0.0 0.0 0.0
H 0.0 0.0 0.0
H 0.0 0.0 -0.1
H 0.0 0.0 0.0
H 0.0 0.0 0.0
H 0.0 0.0 0.0
C 0.1 0.1 0.0
H 0.0 0.0 0.0
H 0.0 0.0 0.0
C 0.0 0.0 0.1
C 0.0 0.0 0.0
C 0.1 -0.1 0.1
C 0.0 -0.1 0.0
H 0.1 0.0 0.0
C 0.0 0.0 0.2
H 0.0 0.0 0.0
C -0.1 -0.1 0.0
H 0.0 0.0 0.0
C 0.2 0.4 0.0
C 0.0 -0.1 0.0
N 0.1 0.5 0.0
H 0.0 0.0 0.0
H 0.0 0.0 0.0
C 0.1 0.0 0.0
C 0.0 0.0 0.0
H 0.0 0.0 0.0
C 0.0 -0.1 -0.1
H 0.0 0.0 0.0
C -0.1 -0.1 0.0
O 0.2 -0.5 0.0
H 0.0 0.0 0.0
H 0.0 0.0 0.0
H 0.0 0.0 -0.1
C 0.0 -0.1 0.0
H 0.0 0.0 0.0
H 0.0 -0.1 0.0
C 0.0 0.0 0.0
H 0.0 0.0 0.0
N -0.1 0.0 0.3
C 0.0 0.0 0.0
H 0.0 0.0 0.0
H 0.1 0.0 0.1
C -0.1 0.0 -0.1
H 0.0 0.0 0.0
H 0.0 0.0 0.0
H 0.0 0.0 0.0
C 0.0 0.0 0.0
Se -0.1 -0.3 0.2
C -0.2 -0.2 0.3
H 0.0 0.0 0.0
C -0.1 0.0 0.0
H 0.0 0.0 0.0
H 0.0 0.0 0.0
C -0.1 -0.1 0.4
C 0.1 0.0 -0.1
As 0.3 0.1 0.3
C 0.0 -0.1 0.0
C 0.0 0.0 0.0
H 0.0 0.0 0.1
H 0.0 0.0 0.0
H 0.0 0.0 0.0
C 0.0 0.1 0.0
C -0.1 0.0 0.0
C 0.2 -0.1 0.0
H 0.0 0.0 0.0
C 0.2 0.4 -0.1
H 0.0 0.0 -0.1
H 0.0 0.0 0.0
H 0.0 0.0 0.0
H 0.0 0.1 0.0
C -0.1 0.0 0.2
C 0.1 0.0 0.0
C 0.0 -0.1 0.1
C 0.1 0.1 0.1
H 0.0 0.0 0.0
H 0.0 0.0 0.0
H 0.0 0.0 -0.1
C 0.0 0.0 -0.2
C -0.1 0.0 -0.1
N 0.1 0.3 -0.7
C 0.0 -0.1 -0.1
C 0.0 0.0 0.1
C -0.1 0.1 0.0
H 0.0 0.0 0.0
C 0.1 0.1 -0.1
H 0.0 0.0 0.0
C 0.1 0.1 -0.1
H 0.0 0.0 0.0
H 0.0 0.0 0.0
H 0.0 0.0 0.0
H 0.0 0.0 0.0
H -0.1 -0.1 0.0
H 0.0 0.0 0.0
H 0.0 0.0 0.0
H 0.0 0.0 0.0
H 0.0 0.0 0.0
C 0.3 -0.3 0.0
H 0.0 0.0 0.0
C 0.0 0.0 0.0
C 0.1 -0.2 -0.3
C 0.0 0.1 0.1
H 0.0 0.0 0.0
H 0.0 0.0 0.0
H -0.1 0.1 0.1
C 0.1 0.0 -0.2
H 0.0 0.0 0.1
H 0.0 0.0 0.0
H 0.0 0.1 0.0
C -0.4 0.2 0.0
C -0.1 0.0 0.0
C -0.1 0.0 0.0
C 0.1 0.1 0.1
H 0.0 0.0 0.0
C 0.0 0.0 0.0
H 0.0 0.0 0.0
H 0.0 -0.1 0.0
C -0.2 -0.4 0.4
H -0.1 0.0 -0.1
C 0.0 0.2 0.1
H 0.0 0.0 0.1
C 0.0 0.0 0.0
C 0.0 -0.1 0.0
C 0.0 0.0 0.0

## Properties
* Kohn-Sham gap: 0.250 hartree
* lowest unoccupied orbital energy: -2.6 eV
* charge: +1